# 1
A structure of composition C51H61N6Sm in a non-equilibrium geometry, computed with ωB97M-V/def2-TZVPD.

Computed properties:
⟨S²⟩ = 8.758
Highest occupied orbital energy (alpha / beta) = -6.396 / -6.392 eV
Largest force on an atom = 3.25 eV/Å
E = -80722.7359 eV
Gap between HOMO and LUMO (alpha / beta) = 5.89 / 5.88 eV
Energy relative to the best compared isomer or geometry (same formula, charge and spin) = 58.8 kcal/mol

```
! RIJCOSX wB97M-V def2-TZVPD def2/J DEFGRID3
* xyz 0 6
Sm -21.744 -1.087 -5.545
C -16.747 -5.859 -5.177
C -16.938 -4.706 -6.151
C -18.343 -4.257 -6.211
C -19.307 -4.724 -7.075
C -19.205 -5.817 -8.087
C -19.773 -7.229 -7.612
C -20.546 -4.052 -6.729
N -20.404 -3.182 -5.738
C -19.070 -3.232 -5.372
C -18.546 -2.426 -4.343
C -19.167 -1.609 -3.469
C -18.538 -0.931 -2.330
C -17.073 -1.021 -1.933
C -16.815 -2.208 -0.947
C -19.525 -0.229 -1.722
C -20.739 -0.478 -2.464
C -22.021 0.127 -2.273
C -23.197 -0.157 -2.934
N -23.399 -1.063 -3.960
C -24.716 -1.032 -4.234
C -25.315 -1.882 -5.154
C -24.597 -2.719 -6.015
N -23.302 -2.854 -6.166
C -23.071 -3.814 -7.133
C -21.842 -4.332 -7.322
C -24.351 -4.319 -7.666
C -25.309 -3.661 -6.967
C -26.805 -3.908 -7.016
C -27.387 -4.885 -5.972
C -24.502 -5.299 -8.750
C -24.874 -6.659 -8.153
C -25.358 0.000 -3.461
C -24.418 0.622 -2.695
C -24.594 1.813 -1.791
C -25.754 1.700 -0.776
C -26.752 0.452 -3.711
C -27.769 -0.323 -2.934
N -20.530 -1.324 -3.452
C -19.417 0.597 -0.470
C -19.825 -0.188 0.823
H -15.726 -6.000 -5.020
H -17.205 -6.764 -5.597
H -17.244 -5.514 -4.275
H -16.676 -5.109 -7.158
H -16.195 -3.963 -5.977
H -18.172 -5.972 -8.350
H -19.704 -5.511 -8.993
H -19.178 -7.536 -6.727
H -19.715 -7.883 -8.454
H -20.845 -7.202 -7.312
H -17.525 -2.632 -4.099
H -16.731 -0.061 -1.533
H -16.552 -1.207 -2.884
H -17.205 -2.032 0.047
H -15.730 -2.361 -0.893
H -17.264 -3.124 -1.399
H -22.201 0.825 -1.490
H -26.425 -1.760 -5.180
H -21.746 -5.087 -8.104
H -27.041 -4.238 -8.048
H -27.277 -2.902 -6.833
H -27.057 -5.960 -5.954
H -28.488 -4.939 -6.019
H -27.201 -4.539 -4.935
H -23.593 -5.432 -9.351
H -25.329 -4.983 -9.452
H -24.113 -7.029 -7.507
H -24.943 -7.344 -9.002
H -25.784 -6.671 -7.557
H -24.846 2.657 -2.454
H -23.740 2.161 -1.301
H -26.717 1.475 -1.169
H -25.857 2.632 -0.206
H -25.523 0.936 -0.039
H -26.950 0.318 -4.739
H -26.864 1.527 -3.439
H -27.644 -1.386 -3.038
H -28.764 -0.022 -3.252
H -27.694 -0.245 -1.864
H -20.085 1.464 -0.571
H -18.356 0.839 -0.363
H -20.885 -0.404 0.846
H -19.482 0.366 1.689
H -19.329 -1.160 0.843
N -19.540 0.571 -5.630
C -18.570 0.047 -6.494
C -17.207 0.154 -6.178
C -16.223 -0.597 -6.859
C -16.563 -1.274 -7.987
C -17.905 -1.373 -8.356
C -18.271 -1.930 -9.600
C -19.603 -1.988 -9.949
C -20.548 -1.616 -8.962
N -20.223 -1.039 -7.839
C -18.945 -0.849 -7.563
H -19.201 0.946 -4.745
H -20.201 1.183 -6.104
H -16.871 0.786 -5.359
H -15.142 -0.503 -6.653
H -15.775 -1.756 -8.621
H -17.462 -2.291 -10.247
H -20.005 -2.137 -10.957
H -21.581 -1.573 -9.268
C -25.665 1.728 -7.991
C -24.370 2.550 -7.688
C -23.826 3.019 -9.069
C -24.769 3.842 -6.951
C -23.408 1.718 -6.987
C -22.605 0.933 -6.520
H -26.478 2.321 -8.469
H -26.093 1.489 -7.025
H -25.478 0.833 -8.580
H -24.524 3.605 -9.632
H -23.480 2.122 -9.643
H -22.887 3.602 -8.995
H -25.382 4.570 -7.553
H -23.849 4.318 -6.721
H -25.320 3.581 -6.026
*
```

# 2
A structure of composition C25H31FN2NbO6 in a non-equilibrium geometry, computed with ωB97M-V/def2-TZVPD.

Computed properties:
Highest occupied orbital energy = -4.908 eV
Largest force on an atom = 1.45 eV/Å
E = -45951.1161 eV
Gap between HOMO and LUMO = 6.13 eV

```
! RIJCOSX wB97M-V def2-TZVPD def2/J DEFGRID3
* xyz -1 1
C 6.320 2.062 -0.214
C 5.408 1.171 -1.090
C 4.058 0.943 -0.429
F 4.301 0.254 0.799
Nb 2.496 -0.124 -1.783
C 3.864 -1.947 -1.599
C 3.208 -3.145 -1.062
O 2.383 -3.818 -1.599
O 3.619 -3.501 0.207
C 1.235 -0.604 0.043
C -0.265 -0.381 0.022
C -1.075 -1.128 0.894
C -2.451 -0.956 0.945
C -3.095 -0.029 0.143
C -2.312 0.699 -0.747
C -2.923 1.738 -1.654
C -0.928 0.512 -0.803
H 5.716 2.861 0.209
H 6.665 1.464 0.625
H 7.169 2.457 -0.764
H 5.879 0.194 -1.185
H 5.273 1.620 -2.067
H 3.668 1.933 -0.169
H 3.396 0.280 -3.351
H 1.785 1.535 -1.979
H 1.229 -0.984 -2.795
H 4.757 -1.681 -1.040
H 4.203 -2.177 -2.609
H 3.979 -2.699 0.608
H 1.646 0.032 0.834
H 1.372 -1.628 0.395
H -0.635 -1.868 1.549
H -3.037 -1.561 1.620
H -4.160 0.124 0.191
H -3.972 1.542 -1.845
H -2.371 1.741 -2.591
H -2.797 2.731 -1.229
H -0.374 1.100 -1.521
C -6.602 -4.308 -2.855
C -6.918 -5.191 -1.831
C -6.669 -4.845 -0.513
C -6.110 -3.610 -0.245
C -5.781 -2.719 -1.249
C -6.030 -3.076 -2.564
N -5.850 -3.228 1.152
O -6.094 -4.044 2.020
O -5.399 -2.119 1.345
H -6.797 -4.582 -3.883
H -7.358 -6.152 -2.059
H -6.908 -5.527 0.289
H -5.328 -1.766 -1.015
H -5.774 -2.393 -3.362
C 2.485 3.848 4.586
C 2.205 5.077 4.000
C 1.663 5.131 2.726
C 1.408 3.947 2.061
C 1.683 2.716 2.624
C 2.227 2.671 3.897
N 0.822 3.990 0.710
O 0.613 5.087 0.219
O 0.594 2.929 0.179
H 2.906 3.809 5.583
H 2.408 5.994 4.537
H 1.445 6.081 2.261
H 1.479 1.805 2.081
H 2.450 1.715 4.350
*
```

# 3
A structure of composition C5H6KO4 in a non-equilibrium geometry, computed with ωB97M-V/def2-TZVPD.

Computed properties:
Highest occupied orbital energy (alpha / beta) = -0.839 / -0.839 eV
Largest force on an atom = 1.98 eV/Å
E = -29796.1815 eV
Gap between HOMO and LUMO (alpha / beta) = 2.81 / 2.81 eV
Energy relative to the best compared isomer or geometry (same formula, charge and spin) = 18.8 kcal/mol

```
! RIJCOSX wB97M-V def2-TZVPD def2/J DEFGRID3
* xyz -1 1
O 0.303 2.132 0.066
O -1.570 0.957 0.067
C -2.279 -0.053 0.686
C -3.593 -0.137 0.542
C -0.284 1.124 0.404
H -1.674 -0.756 1.264
H 0.109 0.448 1.191
H -4.119 -0.998 0.951
H -4.161 0.636 0.021
K 3.027 2.053 0.641
O 3.525 0.377 -1.235
O 2.740 -0.450 0.679
C 2.798 -0.523 -0.629
C 1.916 -1.361 -1.343
H 1.631 -2.335 -0.934
H 1.632 -1.115 -2.370
*
```

# 4
A cluster of 2 separate species, C4H13N6 in total in a non-equilibrium geometry, computed with ωB97M-V/def2-TZVPD.

Computed properties:
Highest occupied orbital energy = -13.302 eV
Largest force on an atom = 4.89 eV/Å
E = -13290.8265 eV
Gap between HOMO and LUMO = 10.15 eV
Energy relative to the best compared isomer or geometry (same formula, charge and spin) = 50.3 kcal/mol

```
! RIJCOSX wB97M-V def2-TZVPD def2/J DEFGRID3
* xyz 1 1
C 1.154 0.185 1.124
C -0.222 -0.300 0.620
C -0.041 -0.475 -0.903
C 1.508 0.322 2.562
N 1.821 0.455 0.094
N 1.114 0.047 -1.059
N -0.622 -1.534 1.349
N -2.271 1.644 -0.873
N -0.931 -0.965 -1.684
N 1.804 0.199 -2.260
H -0.825 0.548 1.003
H 1.538 1.327 2.911
H 2.545 0.110 2.587
H 0.878 -0.333 3.241
H -1.286 -2.213 0.927
H 0.235 -2.046 1.773
H -3.055 1.214 -0.297
H -2.664 2.105 -1.659
H -0.776 -1.266 -2.668
H -1.805 -1.210 -1.305
H 1.174 0.113 -3.027
H -1.944 2.372 -0.259
H 2.673 -0.299 -2.197
*
```

# 5
A structure of composition CH20Mn2O13 in a non-equilibrium geometry, computed with ωB97M-V/def2-TZVPD.

Computed properties:
⟨S²⟩ = 30.005
Highest occupied orbital energy (alpha / beta) = -16.404 / -16.403 eV
Largest force on an atom = 2.02 eV/Å
E = -90607.5921 eV
Gap between HOMO and LUMO (alpha / beta) = 8.10 / 7.97 eV
Energy relative to the best compared isomer or geometry (same formula, charge and spin) = 30.4 kcal/mol

```
! RIJCOSX wB97M-V def2-TZVPD def2/J DEFGRID3
* xyz 2 11
Mn -2.201 -2.244 -0.133
Mn 1.762 1.775 -1.026
C -0.439 -0.367 -0.173
O -0.499 -1.288 -1.079
O -1.418 -0.422 0.676
O 0.495 0.479 -0.104
O 1.494 -3.297 0.896
H 1.538 -2.737 0.110
H 0.569 -3.523 1.009
O 3.215 1.435 0.519
H 2.827 1.344 1.411
H 4.153 1.621 0.662
O -1.292 -0.885 3.478
H -1.286 -0.055 3.966
H -1.246 -0.656 2.543
O 1.722 -2.722 -2.107
H 1.277 -3.405 -2.621
H 1.081 -2.003 -2.032
O 2.700 0.286 -2.155
H 2.476 0.009 -3.056
H 3.384 -0.333 -1.856
O -2.096 2.317 1.453
H -3.004 2.396 1.147
H -1.746 1.483 1.112
O 1.204 1.999 2.549
H 0.763 1.248 2.128
H 0.718 2.126 3.373
O -3.968 -1.156 -0.365
H -4.846 -1.575 -0.373
H -4.091 -0.310 0.092
O -1.426 -0.942 -3.721
H -1.130 -0.941 -2.802
H -2.344 -0.652 -3.709
O 0.753 3.400 -0.139
H -0.033 3.246 0.415
H 0.934 4.348 -0.088
*
```